Molecular formula: C24H75N5O13
Method: DFT, the ωB97M-V functional and the def2-TZVPD basis

```
117
C24H75N5O13, DFT the ωB97M-V functional and the def2-TZVPD basis
C 3.798 3.326 -2.392
C 4.933 2.300 -2.608
C 4.497 0.827 -2.790
O 5.569 -0.020 -2.905
C 5.318 -1.389 -3.106
N 5.834 2.734 -3.678
H 4.054 4.385 -2.412
H 3.311 3.115 -1.440
H 3.008 3.048 -3.089
H 5.634 2.185 -1.781
H 3.815 0.869 -3.638
H 3.846 0.541 -1.964
H 6.256 -1.758 -3.520
H 4.457 -1.664 -3.715
H 5.222 -1.875 -2.135
H 5.216 2.737 -4.477
H 6.444 1.933 -3.755
C -4.750 0.860 -0.294
C -6.208 1.081 -0.730
C -7.102 1.464 0.397
O -6.553 2.692 0.983
C -6.745 2.791 2.408
N -6.375 1.933 -1.870
H -4.164 1.778 -0.250
H -4.211 0.180 -0.952
H -4.725 0.409 0.698
H -6.671 0.233 -1.235
H -6.943 0.630 1.081
H -8.178 1.539 0.241
H -6.300 1.979 2.984
H -7.792 2.699 2.694
H -6.458 3.732 2.877
H -6.198 2.864 -1.521
H -7.337 1.898 -2.173
C -3.134 1.624 6.640
C -1.620 1.320 6.707
C -0.927 2.204 5.560
O 0.210 1.494 5.314
C 0.942 2.222 4.363
N -0.982 1.369 7.996
H -3.309 2.692 6.511
H -3.635 1.264 7.539
H -3.698 1.150 5.837
H -1.381 0.312 6.366
H -0.871 3.199 6.001
H -1.538 2.190 4.658
H 0.397 2.566 3.484
H 1.777 1.622 4.002
H 1.368 3.116 4.819
H -0.002 1.182 7.839
H -1.080 2.296 8.386
C -0.764 1.622 0.040
C 0.133 1.171 -1.203
C 1.027 0.014 -0.721
O 2.003 0.398 0.175
C 3.070 -0.493 0.372
N -0.723 0.792 -2.262
H -1.405 0.768 0.259
H -1.461 2.378 -0.323
H -0.180 2.053 0.853
H 0.601 2.037 -1.673
H 1.478 -0.423 -1.611
H 0.427 -0.733 -0.200
H 2.654 -1.260 1.025
H 3.970 -0.025 0.771
H 3.402 -0.960 -0.555
H -0.924 -0.196 -2.208
H -1.632 1.208 -2.406
C 4.853 -4.808 2.329
C 4.313 -4.571 0.964
C 5.340 -4.961 -0.123
O 5.859 -6.314 0.046
C 7.264 -6.377 0.057
N 3.169 -5.375 0.761
H 5.726 -4.203 2.575
H 5.075 -5.851 2.556
H 4.097 -4.429 3.017
H 4.154 -3.505 0.801
H 6.137 -4.217 -0.134
H 4.856 -4.833 -1.091
H 7.768 -5.461 -0.254
H 7.678 -7.184 -0.547
H 7.573 -6.615 1.075
H 2.906 -5.668 1.691
H 3.376 -6.304 0.423
C 0.071 -3.989 1.280
C 0.481 -3.539 2.694
O -0.614 -3.296 3.549
O -1.162 -3.328 0.901
H -0.071 -5.070 1.276
H 0.861 -3.839 0.545
H 1.091 -2.646 2.557
H 0.972 -4.413 3.121
H -0.282 -2.899 4.357
H -1.504 -2.978 1.727
C -3.509 3.272 -4.281
C -4.732 2.553 -4.773
O -4.857 1.228 -4.292
O -3.489 4.704 -4.350
H -2.754 2.852 -4.945
H -3.283 2.884 -3.288
H -4.817 2.658 -5.854
H -5.633 3.051 -4.414
H -5.097 1.220 -3.363
H -2.601 5.025 -4.523
O -0.254 5.249 -1.630
H -0.393 4.302 -1.648
H -0.555 5.552 -2.487
O -3.025 -2.284 -2.196
H -2.735 -2.978 -1.604
H -3.872 -2.587 -2.524
O -2.493 -1.402 -4.684
H -1.880 -2.015 -5.090
H -2.433 -1.587 -3.747
O 0.047 1.928 -5.031
H -0.418 1.722 -4.220
H 0.099 1.093 -5.496
```

Output
* multiplicity: 2
* frontier orbital gap (alpha / beta): 1.68 / 9.28 eV
* total charge: -1
* E: -2211.03055 Ha
* highest occupied orbital energy (alpha / beta): 0.50 / -7.13 eV

Atomic partial charges in e from the Löwdin method, atoms 1 to 2: -0.041 -0.430



Molecular formula: C24H76F6N4O12P
Method: DFT, the ωB97M-V functional and the def2-TZVPD basis

```
123
C24H76F6N4O12P, DFT the ωB97M-V functional and the def2-TZVPD basis
P -0.785 0.768 -0.541
F -1.429 1.983 -1.397
F -1.917 1.064 0.574
F -1.754 -0.336 -1.287
F -0.296 -0.566 0.277
F 0.334 0.479 -1.677
F 0.234 1.769 0.197
C -1.201 -4.388 2.779
C -0.394 -3.127 3.064
O -0.468 -2.830 4.461
H -0.822 -5.151 3.461
H -1.051 -4.668 1.737
H -2.259 -4.237 2.985
H -0.803 -2.282 2.500
H 0.653 -3.236 2.767
H -0.226 -1.884 4.603
C 0.302 1.890 -4.535
C 1.561 1.909 -5.394
O 2.505 2.866 -4.932
H -0.261 0.970 -4.703
H -0.345 2.736 -4.787
H 0.495 1.999 -3.470
H 1.218 2.088 -6.422
H 2.059 0.939 -5.429
H 2.135 3.721 -5.179
C 1.336 4.731 -1.452
C 0.576 5.996 -1.817
O -0.617 5.608 -2.504
H 0.794 4.056 -0.790
H 2.291 4.979 -0.971
H 1.611 4.134 -2.327
H 1.232 6.666 -2.367
H 0.280 6.466 -0.875
H -1.216 5.229 -1.848
C 2.709 2.874 2.192
C 4.090 3.451 2.492
O 4.402 3.260 3.880
H 2.379 3.208 1.211
H 2.033 3.212 2.976
H 2.826 1.796 2.273
H 4.177 4.514 2.259
H 4.816 2.904 1.883
H 5.093 2.598 3.939
C -4.305 -1.055 6.017
C -4.717 -0.749 4.580
C -4.131 -1.746 3.573
O -4.452 -1.303 2.268
C -3.828 -2.068 1.218
N -6.180 -0.795 4.571
H -4.716 -1.987 6.405
H -4.708 -0.248 6.630
H -3.217 -1.035 6.110
H -4.356 0.250 4.325
H -4.575 -2.735 3.758
H -3.050 -1.886 3.685
H -4.444 -1.818 0.358
H -3.866 -3.152 1.349
H -2.800 -1.709 1.192
H -6.454 -1.732 4.852
H -6.522 -0.713 3.614
C 4.713 -2.733 -3.563
C 3.248 -2.304 -3.654
C 2.928 -1.177 -2.659
O 3.863 -0.146 -2.794
C 3.598 1.029 -2.034
N 2.932 -1.911 -5.026
H 4.914 -3.588 -4.209
H 4.969 -2.992 -2.535
H 5.364 -1.938 -3.931
H 2.702 -3.192 -3.328
H 2.945 -1.545 -1.622
H 1.915 -0.827 -2.891
H 3.676 0.759 -0.975
H 2.588 1.373 -2.257
H 4.365 1.754 -2.288
H 3.143 -0.919 -5.105
H 1.926 -1.930 -5.196
C 4.065 -0.256 4.829
C 2.642 -0.768 4.934
C 1.690 -0.031 4.018
O 0.353 -0.236 4.446
C -0.635 0.468 3.693
N 2.683 -2.200 4.573
H 4.088 0.763 5.238
H 4.477 -0.214 3.822
H 4.720 -0.780 5.529
H 2.334 -0.551 5.965
H 1.880 -0.249 2.959
H 1.859 1.050 4.116
H -0.504 1.552 3.729
H -1.603 0.171 4.087
H -0.551 0.118 2.660
H 3.089 -2.751 5.321
H 1.728 -2.530 4.479
C -0.769 -4.502 -4.180
C -0.504 -3.172 -3.446
C -0.956 -1.979 -4.270
O -0.123 -1.879 -5.426
C -0.782 -1.247 -6.507
N -1.149 -3.207 -2.149
H -1.836 -4.708 -4.087
H -0.074 -5.221 -3.755
H -0.576 -4.420 -5.250
H 0.558 -3.129 -3.197
H -0.899 -1.027 -3.729
H -2.032 -2.052 -4.483
H -0.061 -0.943 -7.265
H -1.322 -0.355 -6.179
H -1.492 -1.948 -6.958
H -2.158 -3.321 -2.195
H -1.040 -2.361 -1.600
O -5.213 1.106 1.333
H -4.789 0.408 1.878
H -4.809 1.010 0.447
O -2.704 4.197 -0.461
H -3.390 4.139 -1.134
H -2.203 3.367 -0.553
O -4.326 0.856 -1.333
H -3.374 0.646 -1.253
H -4.678 0.169 -1.906
O -0.162 4.458 1.613
H -0.253 3.554 1.283
H -0.967 4.616 2.116
```

Output
* frontier orbital gap: 9.29 eV
* total charge: -1
* E: -3022.70892 Ha
* highest occupied orbital energy: -6.91 eV

Atomic partial charges in e from the Löwdin method, atoms 1 to 2: 0.217 -0.146